Record 1
{
  "formula": "C30H33BO2S",
  "method": "the ωB97M-V functional and the def2-TZVPD basis",
  "total_charge": 0,
  "e_lumo_ev": -1.121,
  "gap_ev": 5.1,
  "homo_ev": -6.22,
  "spin_multiplicity": 1,
  "species": ["C", "C", "C", "C", "C", "B", "C", "C", "C", "C", "C", "C", "O", "C", "C", "C", "C", "C", "C", "O", "S", "H", "H", "H", "H", "H", "H", "H", "H", "H", "H", "H", "H", "H", "H", "H", "H", "H", "H", "H", "H", "H", "H", "C", "C", "C", "C", "C", "C", "C", "C", "C", "C", "C", "C", "C", "H", "H", "H", "H", "H", "H", "H", "H", "H", "H", "H"],
  "positions_angstrom": [[-1.41912, 3.58585, 1.56702], [-1.46261, 2.34488, 0.76374], [-2.20149, 1.18766, 0.99883], [-2.29155, 0.34511, -0.12632], [-1.56591, 0.81130, -1.22512], [2.34352, -0.65544, 1.63026], [-2.02177, 0.67556, -2.60164], [-3.02547, -0.27528, -2.92076], [-3.20948, -0.68809, -4.24139], [-2.43809, -0.10151, -5.24888], [-1.63087, 1.00991, -4.96577], [-1.48867, 1.45246, -3.65262], [2.74788, 0.61521, 1.90124], [2.18712, 0.88817, 3.22000], [3.35541, 1.11250, 4.17254], [1.36956, 2.15285, 3.11321], [1.36935, -0.44631, 3.56107], [1.51053, -0.91835, 4.98208], [-0.11258, -0.38223, 3.20142], [1.98294, -1.44125, 2.69289], [-0.73338, 2.29111, -0.80655], [-2.03111, 3.48380, 2.46981], [-0.39326, 3.84708, 1.85026], [-1.81007, 4.41761, 0.96543], [-2.72342, 0.98996, 1.93575], [-2.87109, -0.57779, -0.13063], [-3.58439, -0.74935, -2.10587], [-3.93856, -1.47418, -4.46267], [-2.48742, -0.49745, -6.26517], [-1.09720, 1.52254, -5.77282], [-0.92481, 2.36486, -3.43785], [2.97321, 1.35342, 5.17330], [4.01026, 0.23357, 4.24335], [3.96484, 1.96742, 3.84909], [0.88442, 2.40328, 4.06679], [2.02152, 2.99407, 2.84949], [0.60801, 2.08005, 2.32829], [1.10675, -0.14670, 5.65116], [0.93549, -1.83924, 5.13021], [2.55329, -1.12050, 5.25120], [-0.65846, 0.35542, 3.80349], [-0.27273, -0.18336, 2.13612], [-0.55171, -1.36793, 3.39650], [0.52160, -0.72741, -0.56914], [-0.12778, -2.02749, -0.56184], [0.21719, -2.98865, 0.41983], [-0.46215, -4.19529, 0.52549], [-1.54344, -4.47673, -0.31760], [-1.87012, -3.57296, -1.33577], [-1.14256, -2.39592, -1.48226], [1.14677, -0.21712, -1.75176], [1.98516, 0.92321, -1.61975], [2.43905, 1.60638, -2.73467], [2.13775, 1.13653, -4.02156], [1.40318, -0.04516, -4.17269], [0.96646, -0.75243, -3.05788], [1.25136, -0.62118, 0.40791], [1.05709, -2.77610, 1.07325], [-0.15155, -4.92489, 1.27410], [-2.11282, -5.39693, -0.18960], [-2.69084, -3.77655, -2.02650], [-1.38058, -1.72246, -2.30690], [2.25320, 1.24683, -0.61609], [3.02382, 2.51613, -2.61333], [2.48585, 1.68778, -4.90034], [1.15183, -0.41134, -5.17430], [0.46265, -1.70898, -3.18903]]
}

***

Record 2
{
  "formula": "C30H33N2O3",
  "method": "the ωB97M-V functional and the def2-TZVPD basis",
  "total_charge": 1,
  "e_lumo_ev": -3.995,
  "gap_ev": 5.7,
  "homo_ev": -9.72,
  "spin_multiplicity": 1,
  "species": ["C", "C", "O", "C", "O", "C", "C", "N", "C", "C", "O", "C", "C", "C", "C", "C", "C", "C", "N", "C", "C", "C", "C", "C", "C", "C", "C", "C", "C", "C", "C", "C", "C", "C", "C", "H", "H", "H", "H", "H", "H", "H", "H", "H", "H", "H", "H", "H", "H", "H", "H", "H", "H", "H", "H", "H", "H", "H", "H", "H", "H", "H", "H", "H", "H", "H", "H", "H"],
  "positions_angstrom": [[1.04652, 3.47321, 4.02483], [0.65296, 3.29894, 2.58899], [0.61777, 1.86728, 2.29228], [1.10606, 1.51965, 1.08897], [1.74746, 2.26793, 0.36144], [0.82233, 0.08086, 0.72677], [1.95289, -0.32196, -0.10159], [2.71268, -1.35297, 0.21834], [2.60940, -1.98480, 1.56211], [3.78461, -2.92774, 1.80088], [4.04124, -3.75233, 0.66138], [4.46484, -2.96032, -0.45081], [3.36344, -2.02716, -0.92053], [-0.54733, -0.26140, 0.16091], [-1.02356, 0.55331, -1.03377], [-0.84300, 1.93119, -1.14461], [-1.33754, 2.65343, -2.22562], [-2.11490, 2.00851, -3.21540], [-2.64983, 2.71819, -4.24933], [-2.13717, 3.99602, -4.68282], [-3.59209, 2.11320, -5.15558], [-2.36766, 0.61983, -3.07335], [-1.80501, -0.08006, -2.01331], [-0.50224, -1.76965, -0.04613], [0.01287, -2.48990, -1.11288], [0.26919, -3.85577, -0.92826], [0.01414, -4.46994, 0.30322], [-0.61395, -3.76880, 1.33576], [-0.88615, -2.41615, 1.14767], [-1.49739, -1.41077, 2.03532], [-1.95687, -1.51007, 3.34148], [-2.42474, -0.34667, 3.95960], [-2.52398, 0.85996, 3.25543], [-2.04790, 0.96474, 1.94132], [-1.47811, -0.16142, 1.38405], [0.87340, 4.51323, 4.30903], [0.47605, 2.83120, 4.70327], [2.11549, 3.28083, 4.15733], [-0.36132, 3.67044, 2.40327], [1.36555, 3.76429, 1.90416], [0.91053, -0.45966, 1.67649], [2.25420, 0.28238, -0.95921], [2.62457, -1.20628, 2.33749], [1.66878, -2.55921, 1.65921], [4.66696, -2.32706, 2.09568], [3.54009, -3.63601, 2.60649], [5.37008, -2.36795, -0.22429], [4.66769, -3.68652, -1.24754], [2.61516, -2.61540, -1.48355], [3.74796, -1.23991, -1.57961], [-0.30443, 2.51149, -0.40673], [-1.15526, 3.72866, -2.25994], [-1.46308, 4.43197, -3.94809], [-1.59382, 3.89492, -5.63366], [-2.97679, 4.67912, -4.85215], [-4.38646, 1.59922, -4.60389], [-4.02710, 2.91511, -5.75636], [-3.10858, 1.38498, -5.82245], [-2.99422, 0.10185, -3.80507], [-1.99673, -1.14936, -1.95638], [0.21182, -1.99732, -2.06904], [0.69564, -4.43443, -1.74938], [0.30031, -5.51240, 0.44774], [-0.86633, -4.22958, 2.28927], [-1.90652, -2.47302, 3.84548], [-2.72605, -0.38091, 5.00535], [-2.93917, 1.74876, 3.72814], [-2.16739, 1.87819, 1.35219]]
}

***

Record 3
{
  "formula": "C30H33N4",
  "method": "the ωB97M-V functional and the def2-TZVPD basis",
  "total_charge": 1,
  "e_lumo_ev": -5.471,
  "gap_ev": 4.4,
  "homo_ev": -9.88,
  "spin_multiplicity": 1,
  "species": ["C", "C", "C", "C", "C", "C", "C", "C", "C", "C", "C", "C", "C", "C", "C", "C", "C", "H", "H", "H", "H", "H", "H", "H", "H", "H", "H", "H", "H", "H", "H", "H", "H", "H", "C", "C", "C", "C", "C", "C", "N", "C", "C", "C", "C", "C", "N", "N", "N", "C", "C", "H", "H", "H", "H", "H", "H", "H", "H", "H", "H", "H", "H", "H", "H", "H", "H"],
  "positions_angstrom": [[-7.07431, 0.71559, -0.16298], [-5.84086, 0.03296, 0.33863], [-5.61433, -1.32526, 0.07114], [-4.47738, -1.97283, 0.53946], [-3.49457, -1.28410, 1.31377], [-2.31415, -1.93852, 1.80216], [-1.26308, -1.25307, 2.41489], [-0.11553, -1.83244, 2.95521], [0.89053, -1.09554, 3.66381], [2.10104, -1.70933, 4.10778], [3.06364, -0.99153, 4.80515], [2.87875, 0.36563, 5.11104], [3.90979, 1.12236, 5.88966], [1.70239, 0.98778, 4.67526], [0.72840, 0.28704, 3.97883], [-3.75090, 0.09508, 1.57846], [-4.88407, 0.72698, 1.08914], [-7.08605, 1.76585, 0.14350], [-7.13244, 0.67436, -1.25673], [-7.97833, 0.22998, 0.22288], [-6.35179, -1.87296, -0.51943], [-4.31262, -3.02867, 0.30664], [-2.22354, -3.01444, 1.63163], [-1.32887, -0.16078, 2.43993], [0.04092, -2.90667, 2.83062], [2.25983, -2.76639, 3.88426], [3.98458, -1.48041, 5.12882], [3.59383, 2.16000, 6.03805], [4.07595, 0.66576, 6.87342], [4.87673, 1.12461, 5.37189], [1.55843, 2.04572, 4.89717], [-0.18200, 0.80563, 3.67578], [-3.04817, 0.66990, 2.18352], [-5.04615, 1.78611, 1.29163], [1.98673, -12.29160, 6.48325], [0.92657, -12.36888, 5.56831], [0.32024, -11.20478, 5.10245], [0.77663, -9.93231, 5.53997], [0.19008, -8.68768, 5.09254], [-0.85547, -8.47952, 4.20532], [-1.01546, -7.13849, 4.13829], [-1.96812, -6.38657, 3.32774], [-3.28600, -6.18040, 4.07489], [-4.41432, -5.48147, 3.29887], [-5.19708, -4.71443, 4.38516], [-4.18176, -4.49677, 5.53726], [-3.09459, -5.35446, 5.21173], [-0.13466, -6.52581, 4.98064], [0.60538, -7.45832, 5.53563], [1.83615, -9.87068, 6.46689], [2.43792, -11.03810, 6.93065], [2.46174, -13.20474, 6.84654], [0.57528, -13.34208, 5.21830], [-0.51363, -11.25358, 4.39900], [-1.45156, -9.21128, 3.69375], [-1.53750, -5.39999, 3.10618], [-2.12384, -6.95516, 2.40553], [-3.64262, -7.18947, 4.38406], [-3.94509, -4.75663, 2.61866], [-5.01899, -6.19525, 2.73063], [-5.59839, -3.76811, 4.00316], [-6.00801, -5.35098, 4.76312], [-3.84458, -3.44906, 5.55492], [-4.62601, -4.69841, 6.52875], [-2.27906, -5.44339, 5.80710], [2.15636, -8.88127, 6.80264], [3.26106, -10.96319, 7.64155]]
}

***

Record 4
{
  "formula": "C30H34Br2N10OS4Sr",
  "method": "the ωB97M-V functional and the def2-TZVPD basis",
  "total_charge": 2,
  "e_lumo_ev": -5.123,
  "gap_ev": 7.7,
  "homo_ev": -12.79,
  "spin_multiplicity": 1,
  "species": ["Sr", "Br", "C", "C", "C", "N", "C", "C", "C", "C", "C", "Br", "C", "C", "N", "H", "H", "H", "H", "H", "H", "N", "C", "N", "C", "C", "S", "C", "C", "S", "C", "N", "N", "H", "H", "H", "H", "H", "H", "C", "N", "C", "S", "N", "C", "H", "H", "H", "H", "H", "H", "H", "H", "C", "C", "C", "N", "C", "S", "N", "C", "O", "C", "C", "C", "C", "C", "C", "H", "H", "H", "H", "H", "H", "H", "H", "H", "H", "H", "H", "H", "H"],
  "positions_angstrom": [[1.12568, 0.11209, 1.35184], [-2.26257, 5.36312, 4.86134], [-1.41898, 3.96595, 3.95605], [-0.86826, 2.90478, 4.65690], [-0.24108, 1.91117, 3.92732], [-0.15164, 1.91906, 2.59792], [-0.69135, 2.94671, 1.92447], [-1.32906, 3.99380, 2.57108], [-0.53667, 2.94307, 0.43069], [-1.29323, 3.78692, -0.37149], [-1.06822, 3.77549, -1.74013], [-2.04308, 4.92355, -2.85158], [-0.11470, 2.92455, -2.27718], [0.57794, 2.10376, -1.40502], [0.37169, 2.10056, -0.08492], [-0.91525, 2.85342, 5.73359], [0.20802, 1.06920, 4.43846], [-1.73556, 4.83116, 2.02811], [-2.05225, 4.43011, 0.04233], [0.09667, 2.90988, -3.33537], [1.33023, 1.42045, -1.77879], [4.72764, 1.13637, 2.45058], [4.06613, 0.41404, 3.38004], [2.88708, -0.11402, 3.15848], [2.52897, -0.93205, 4.23047], [3.42063, -0.97272, 5.24598], [4.78386, 0.01912, 4.89168], [1.25719, -1.67675, 4.18903], [0.72767, -2.35985, 5.22962], [-0.73659, -3.12936, 4.75713], [-0.55100, -2.46423, 3.18500], [0.51578, -1.72164, 3.00893], [-1.46854, -2.66638, 2.20544], [4.33611, 1.24332, 1.52236], [5.53682, 1.68231, 2.68970], [3.36678, -1.52470, 6.16376], [1.10311, -2.45360, 6.23024], [-2.16963, -3.37303, 2.36342], [-1.11160, -2.61697, 1.25439], [3.38444, -2.88477, -2.14772], [4.20172, -2.73912, -0.95777], [4.28433, -1.64797, -0.20451], [3.40746, -0.22600, -0.58293], [5.11326, -1.66202, 0.84588], [5.95080, -2.77814, 1.23279], [3.09040, -3.92864, -2.22940], [3.94127, -2.58911, -3.03728], [2.49378, -2.26861, -2.04496], [4.82536, -3.50388, -0.74341], [5.21466, -0.77897, 1.32503], [5.35025, -3.64680, 1.51224], [6.53951, -2.47852, 2.09631], [6.64951, -3.05278, 0.43803], [-2.07227, -2.03471, -5.12213], [-0.75429, -2.03315, -4.36777], [-0.47378, -0.71503, -3.66270], [-1.47075, -0.40313, -2.63831], [-1.42026, -0.81989, -1.39046], [-0.13659, -1.77628, -0.79794], [-2.41222, -0.46964, -0.51774], [-3.31072, 0.63776, -0.56924], [-3.34589, 1.36718, 0.39125], [-4.16086, 0.79818, -1.76645], [-4.59897, 2.08330, -2.08577], [-5.44731, 2.26696, -3.16252], [-5.87610, 1.17009, -3.90039], [-5.45849, -0.11223, -3.57042], [-4.59456, -0.30193, -2.50462], [-2.20784, -2.95626, -5.68230], [-2.12476, -1.21013, -5.83285], [-2.91998, -1.94301, -4.44436], [0.07452, -2.22419, -5.05168], [-0.73212, -2.83430, -3.62543], [-0.50753, 0.11679, -4.36931], [0.50364, -0.70865, -3.17936], [-2.29230, 0.10966, -2.93336], [-2.20423, -0.72775, 0.44329], [-4.27435, 2.91765, -1.48235], [-5.78515, 3.25894, -3.42146], [-6.55154, 1.31411, -4.73104], [-5.81454, -0.96185, -4.13381], [-4.28623, -1.30181, -2.22491]]
}